Formula: C21H18N6SV
Source: the OMol25 dataset
Level of theory: ωB97M-V/def2-TZVPD

```
47
Properties=species:S:1:pos:R:3:forces:R:3
V 0.685 -0.586 0.105 0.07 2.63 -0.35
C -2.820 -6.390 1.162 0.07 0.09 -0.01
C -2.359 -4.957 1.187 -0.03 -0.03 0.06
C -2.220 -4.265 2.387 0.00 0.01 -0.06
C -1.699 -2.991 2.416 0.09 -0.02 -0.09
C -1.297 -2.304 1.254 -0.17 -0.11 -0.01
N -0.680 -1.058 1.318 -1.12 -0.13 1.10
C -0.879 -0.264 2.449 -0.09 -0.10 0.37
C -2.167 -0.049 2.970 0.06 0.00 -0.08
C -2.392 0.672 4.123 0.00 0.03 0.02
C -1.338 1.255 4.822 0.02 0.01 0.03
C -1.559 2.073 6.067 0.01 -0.02 -0.11
C -0.069 1.105 4.295 0.09 0.03 -0.05
C 0.175 0.365 3.139 -0.49 0.00 0.01
N 1.520 0.304 2.684 0.23 0.00 0.31
C 2.632 0.275 3.449 0.02 0.04 -0.19
C 3.708 0.498 2.620 0.05 -0.04 0.00
C 3.157 0.640 1.345 -0.01 0.10 0.24
N 1.831 0.523 1.387 0.63 0.57 0.82
C -1.484 -3.000 0.038 -0.05 -0.05 0.54
C -1.980 -4.302 0.032 0.03 0.05 -0.14
N -1.168 -2.417 -1.217 -0.13 -0.04 -0.29
C -1.574 -2.819 -2.444 0.04 0.14 -0.06
C -0.948 -2.023 -3.374 0.02 0.02 -0.03
C -0.171 -1.138 -2.626 -0.25 -0.17 -0.02
N -0.315 -1.383 -1.322 -1.13 -0.93 -2.09
H -3.470 -6.601 2.011 -0.02 -0.03 -0.02
H -3.361 -6.624 0.245 0.00 -0.01 0.01
H -1.959 -7.059 1.226 -0.05 -0.06 -0.01
H -2.500 -4.746 3.316 0.02 0.01 0.01
H -1.560 -2.507 3.371 0.00 0.04 0.03
H -3.002 -0.491 2.443 0.01 -0.04 -0.01
H -3.407 0.797 4.483 0.00 -0.01 0.00
H -2.490 1.796 6.560 0.00 0.00 0.01
H -0.740 1.931 6.772 -0.02 0.03 0.04
H -1.611 3.136 5.823 -0.01 0.00 0.05
H 0.769 1.588 4.785 0.00 0.02 -0.03
H 2.586 0.089 4.507 -0.07 0.01 0.00
H 4.749 0.511 2.887 -0.02 0.01 0.02
H 3.671 0.800 0.413 -0.08 -0.09 -0.07
H -2.052 -4.830 -0.911 0.02 -0.01 0.02
H -2.286 -3.610 -2.594 0.00 0.00 0.13
H -1.046 -2.073 -4.444 -0.02 0.00 0.01
H 0.471 -0.342 -2.963 0.02 0.01 0.03
S 3.869 -3.829 0.634 0.32 -0.32 0.10
C 2.810 -2.691 0.283 -0.38 0.45 -0.26
N 2.026 -1.846 0.018 2.32 -2.11 -0.02
```
Positions in Å, forces in eV/Å.

As for the net charge: 0. As for the spin multiplicity: 4.

---

Formula: C6H6NS
Source: the OMol25 dataset
Level of theory: ωB97M-V/def2-TZVPD

```
14
Properties=species:S:1:pos:R:3:forces:R:3
C 1.065 -1.016 -0.402 0.87 -1.09 -1.48
C 0.472 0.235 0.226 1.18 -0.27 -0.35
C 1.187 1.256 0.041 -0.02 -0.24 0.44
C 3.085 2.803 0.112 0.83 0.67 0.04
C -1.898 -0.235 -0.382 2.73 -0.61 -0.86
C -0.769 -0.239 0.786 -2.73 2.70 -1.02
N 2.198 2.015 0.072 -0.58 -0.13 -0.33
S 2.443 -1.722 -0.094 -0.23 0.25 0.04
H 0.269 -1.398 -1.072 0.68 0.00 0.23
H -2.791 -0.375 0.130 -1.80 -0.44 0.62
H -1.635 -1.146 -1.014 -0.85 1.16 0.72
H -1.981 0.633 -1.072 0.40 -0.35 0.88
H -0.705 -1.250 1.050 0.32 -1.28 0.86
H -0.940 0.439 1.620 -0.81 -0.36 0.20
```
Positions in Å, forces in eV/Å.

As for the net charge: +1.

---

Formula: C4H12
Source: the OMol25 dataset
Level of theory: ωB97M-V/def2-TZVPD

```
16
Properties=species:S:1:pos:R:3:forces:R:3
C 1.119 -2.875 1.084 1.57 0.28 -0.08
C 1.034 -1.446 0.586 -0.18 0.74 -0.68
H 1.725 -3.451 0.376 -0.69 -0.24 -0.34
H 1.827 -2.909 1.915 -0.64 0.01 0.65
H 0.167 -3.333 1.312 -0.03 -0.20 0.01
H 1.981 -0.917 0.673 0.22 -0.10 0.22
H 0.294 -0.803 1.068 -0.03 -0.30 0.22
H 0.819 -1.390 -0.484 -0.23 -0.17 0.00
C -1.666 1.673 -0.749 0.92 0.14 -0.10
C -0.476 2.639 -0.906 -0.54 -0.57 -0.86
H -1.686 1.057 -1.647 -0.46 -0.01 -0.06
H -1.509 0.988 0.083 -0.13 0.08 0.13
H -2.588 2.228 -0.620 -0.26 -0.15 0.01
H -0.691 3.314 -1.744 -0.07 0.36 0.52
H 0.368 2.079 -1.300 0.40 -0.09 0.48
H -0.236 3.154 0.018 0.14 0.21 -0.11
```
Positions in Å, forces in eV/Å.

As for the net charge: 0. The SMILES is CC.CC.

---

Formula: C14H23N3O3
Source: the OMol25 dataset
Level of theory: ωB97M-V/def2-TZVPD

```
43
Properties=species:S:1:pos:R:3:forces:R:3
C -4.392 -0.839 -1.530 3.25 0.53 -7.95
H -4.455 -1.737 -2.223 0.15 0.86 0.11
H -3.252 -0.432 -1.775 -2.79 -1.10 1.22
H -5.039 -0.081 -2.008 -0.03 -0.30 0.61
C -4.713 -1.312 -0.300 -3.50 2.74 7.70
C -6.238 -1.682 0.077 2.70 4.25 -13.61
H -6.461 -2.607 -0.411 -0.46 -0.55 -0.76
H -6.412 -1.817 0.942 -1.84 -1.21 11.71
H -6.924 -0.787 -0.386 1.48 -2.36 1.17
H -4.032 -1.978 0.187 0.50 -0.33 0.16
C -4.542 0.311 0.741 1.26 -7.21 2.38
C -3.156 0.599 0.614 0.23 -4.40 5.39
C -2.340 1.298 -0.060 2.90 3.52 -0.35
C -1.001 1.377 0.504 -4.04 -7.23 1.05
N -0.952 0.260 1.172 -0.02 -1.06 3.94
O -2.260 -0.244 1.584 1.07 3.26 -4.40
C 0.208 1.902 0.101 1.83 8.13 -4.71
O 0.098 2.868 -0.731 -0.34 -1.90 0.10
N 1.385 1.829 0.673 -9.11 -10.34 7.12
H 1.168 1.002 1.505 1.79 2.65 -2.62
C 2.529 2.273 0.344 6.04 8.49 5.73
H 2.297 3.410 0.283 1.09 -1.19 -1.17
C 3.290 1.668 -0.670 4.10 -3.04 2.59
N 3.728 0.272 -0.312 -6.42 1.83 -8.63
C 4.804 0.272 0.299 9.67 -3.13 11.37
C 5.548 -1.251 0.390 -1.04 2.66 -1.37
H 6.208 -1.624 1.190 0.23 1.50 -0.20
O 4.554 -2.148 0.485 -2.88 -4.20 2.57
C 3.427 -2.208 -0.344 7.72 6.27 -5.22
C 2.832 -0.860 -0.254 -0.71 2.06 -7.05
H 2.052 -0.610 -1.154 1.62 -1.02 1.88
H 2.272 -0.811 0.535 -3.33 0.22 5.26
H 2.839 -2.954 -0.269 -3.99 -5.28 1.72
H 3.921 -2.382 -1.484 -1.35 0.60 2.26
H 5.929 -1.399 -0.576 1.64 -0.08 -1.67
H 5.597 1.086 0.437 -1.42 -0.72 -1.45
H 4.413 0.192 1.387 1.37 0.53 0.77
H 2.606 1.525 -1.307 -4.62 -0.86 -6.27
H 4.134 2.212 -1.002 0.66 0.54 -0.42
H 3.073 2.389 1.433 -0.35 -0.57 -2.55
H -2.646 2.149 -0.459 -1.68 3.31 -2.87
H -5.219 1.018 0.590 -2.77 3.03 -1.69
H -4.878 -0.151 1.780 1.38 1.10 -1.83
```
Positions in Å, forces in eV/Å.

As for the net charge: 0.

---

Formula: H24KrO12
Source: the OMol25 dataset
Level of theory: ωB97M-V/def2-TZVPD

```
37
Properties=species:S:1:pos:R:3:forces:R:3
Kr -0.086 0.409 -0.026 0.02 0.06 0.16
O 0.826 3.789 -1.426 -0.52 0.51 0.19
H 1.740 4.011 -1.245 0.20 -0.01 0.00
H 0.847 2.864 -1.670 0.38 -0.35 -0.11
O 1.759 1.513 -2.883 0.03 0.33 0.23
H 1.122 1.891 -3.490 -0.06 0.11 -0.37
H 1.352 0.700 -2.584 0.09 -0.75 -0.05
O 1.353 -1.819 -2.602 0.32 0.35 -0.61
H 0.421 -1.613 -2.678 -0.22 0.11 0.11
H 1.521 -1.828 -1.660 0.14 -0.45 0.55
O 1.634 -3.081 0.065 -0.01 -0.02 -0.44
H 1.150 -3.897 0.192 -0.10 -0.17 -0.07
H 1.530 -2.610 0.892 0.17 0.30 0.58
O -2.504 -2.917 -0.234 -0.36 -0.18 0.36
H -2.141 -3.787 -0.395 0.08 -0.22 0.04
H -2.175 -2.382 -0.956 0.37 0.37 -0.13
O -3.441 0.801 -2.668 0.09 -0.30 0.26
H -2.906 1.591 -2.591 0.14 0.34 0.08
H -3.742 0.803 -3.577 -0.16 -0.03 -0.28
O 1.655 1.096 2.928 0.22 -0.09 -0.18
H 2.097 1.004 3.773 0.31 0.02 0.21
H 0.794 1.453 3.145 -0.59 0.24 -0.06
O -1.274 1.170 3.315 0.38 0.04 0.07
H -1.583 0.294 3.085 -0.11 -0.39 -0.21
H -1.582 1.306 4.211 -0.16 0.16 0.34
O -2.655 2.989 1.716 -0.37 0.39 -0.18
H -2.136 2.355 2.211 0.26 -0.23 0.24
H -2.655 2.650 0.820 -0.02 0.04 -0.22
O -1.377 -1.231 -2.339 0.18 -0.51 0.10
H -2.123 -0.633 -2.284 -0.59 0.72 -0.15
H -1.693 -1.959 -2.875 -0.09 -0.23 -0.40
O 1.464 -1.678 2.687 -0.16 -0.58 -0.12
H 1.503 -1.904 3.616 0.08 -0.21 0.17
H 1.052 -0.814 2.667 0.03 0.56 -0.04
O 3.577 -0.534 0.969 0.17 -0.18 -0.12
H 2.919 -0.160 1.555 -0.23 0.10 0.27
H 3.756 0.160 0.335 0.10 0.16 -0.21
```
Positions in Å, forces in eV/Å.

As for the net charge: 0.

---

Formula: C5H13N2O
Source: the OMol25 dataset
Level of theory: ωB97M-V/def2-TZVPD

```
21
Properties=species:S:1:pos:R:3:forces:R:3
C -0.129 1.764 -0.702 0.44 0.15 0.33
O 0.249 0.560 -1.293 0.00 -0.48 -0.19
C 0.411 1.942 0.719 -0.58 0.09 0.02
N 0.129 3.304 1.206 0.07 -0.05 0.49
H 0.286 2.587 -1.293 -0.06 -0.04 -0.12
H -1.216 1.928 -0.668 -0.05 -0.15 -0.06
H -0.108 1.222 1.357 0.19 -0.12 0.10
H 1.475 1.714 0.753 0.06 -0.01 -0.09
H -0.507 3.273 2.003 0.15 0.05 -0.35
H 0.974 3.740 1.560 -0.10 -0.02 -0.15
C -0.853 -1.721 1.703 0.06 0.49 0.12
C -0.480 -2.295 0.516 0.86 -1.28 0.06
N 0.227 -1.723 -0.424 -0.80 -0.53 -0.12
C 0.334 -2.424 -1.685 0.40 -0.51 0.36
H -0.687 -0.670 1.880 0.00 0.06 0.08
H -1.305 -2.322 2.471 -0.16 -0.04 0.10
H -0.626 -3.374 0.416 -0.48 0.01 -0.11
H 0.226 -0.346 -0.746 0.05 2.10 -0.31
H 1.372 -2.445 -2.009 0.09 0.20 -0.10
H -0.004 -3.458 -1.598 -0.13 -0.09 -0.06
H -0.255 -1.908 -2.440 0.00 0.16 -0.03
```
Positions in Å, forces in eV/Å.

As for the net charge: 0. As for the spin multiplicity: 2.

---

Formula: C3H6O
Source: the OMol25 dataset
Level of theory: ωB97M-V/def2-TZVPD

```
10
Properties=species:S:1:pos:R:3:forces:R:3
C -0.285 0.130 1.454 0.06 -0.03 -0.03
C 0.553 0.797 0.411 -0.39 -0.04 0.22
C 0.242 -0.238 -1.467 0.14 -0.40 -0.29
O -0.199 0.902 -0.730 0.13 0.23 0.30
H -0.520 0.916 2.182 0.01 0.03 0.05
H 0.332 -0.598 1.991 -0.02 0.14 0.03
H -1.211 -0.326 1.087 0.04 0.10 0.03
H 1.222 -0.554 -1.083 -0.02 -0.10 -0.22
H 0.343 0.023 -2.518 -0.10 0.06 0.02
H -0.476 -1.051 -1.326 0.15 0.01 -0.09
```
Positions in Å, forces in eV/Å.

As for the net charge: 0.

---

Formula: C6H11O
Source: the OMol25 dataset
Level of theory: ωB97M-V/def2-TZVPD

```
18
Properties=species:S:1:pos:R:3:forces:R:3
C 1.136 1.960 0.225 -0.38 -0.59 -1.07
O 1.061 2.323 -1.067 -0.11 -0.69 -0.15
C 1.014 0.392 0.606 -0.94 1.36 -1.18
C -0.468 -0.027 0.837 0.57 -0.16 1.06
C -0.876 -1.272 0.108 0.22 -0.02 -0.41
C -1.251 -2.393 0.719 0.51 -0.14 0.04
C -0.769 -1.188 -1.402 0.07 -0.61 0.21
H 0.266 2.430 0.756 0.60 0.11 0.85
H 2.140 2.178 0.629 0.09 0.63 0.71
H 1.662 0.293 1.481 -0.24 -0.64 0.00
H 1.370 -0.143 -0.274 0.62 -0.04 0.25
H -1.145 0.791 0.560 0.22 0.09 0.04
H -0.506 -0.203 1.928 -0.69 0.07 -0.35
H -1.308 -3.335 0.181 -0.39 0.08 -0.04
H -1.317 -2.433 1.797 -0.03 -0.04 0.12
H -1.714 -0.842 -1.838 0.27 0.30 0.07
H -0.584 -2.181 -1.831 -0.04 0.06 0.09
H 0.068 -0.544 -1.671 -0.34 0.24 -0.25
```
Positions in Å, forces in eV/Å.

As for the net charge: -1. The SMILES is C=C(C)CCC[O-].

---

Result set for energy relative to the best compared isomer or geometry (same formula, charge and spin): 0.0 385.9 27.0 1683.3 107.6 156.4 398.1 43.2 kJ/mol, one per record in the order listed.
Result set for calculated total energy: -2481.784940 -684.675642 -159.574686 -936.687938 -3670.878511 -382.952368 -192.991578 -310.400346 Eh, one per record in the order listed.